Formula: C2H8NOP
Source: the OMol25 dataset
Level of theory: ωB97M-V/def2-TZVPD

Geometry (Å):
C  1.911  -0.938  -1.038
C  0.844  0.195  -0.750
N  0.505  -0.755  1.683
O  -3.362  -0.943  -1.494
P  -0.345  -0.512  0.425
H  2.606  -0.649  -1.739
H  2.563  -1.034  -0.176
H  1.340  -1.751  -1.303
H  0.407  0.587  -1.621
H  1.203  0.901  -0.149
H  -4.231  -0.471  -1.295
H  0.014  -1.157  2.591
H  -2.613  -0.323  -1.197

Computed properties:
gap between HOMO and LUMO	0.3235	Eh
energy above the lowest of the compared OMol25 structures with the same formula, charge and spin	65.1	kcal/mol
E_HOMO	-8.9	eV
LUMO	-0.06	eV
molar mass	93.1	g/mol
E	-552.2798	hartree

Results of the Löwdin charge analysis, in e, for atoms 1 through 8: number 1, C, carries -0.1328; number 2, C, carries -0.4383; number 3, N, carries -0.3283; number 4, O, carries -0.1612; number 5, P, carries 0.8095; number 6, H, carries 0.0336; number 7, H, carries 0.0660; number 8, H, carries 0.0258